<A>
Computed, not measured: the ion C4H12N3 with charge +1, with wB97M-V/def2-TZVPD.

CARTESIAN COORDINATES (ANGSTROEM)
C 0.02 -1.70 -0.95
C 0.16 -0.22 -0.90
N 0.68 0.36 -2.03
N -0.31 0.51 0.15
C -0.16 1.97 0.12
C -0.80 -0.21 1.33
N 0.21 -0.77 2.14
H 0.37 -2.13 -1.94
H 0.73 -2.02 -0.15
H -0.94 -2.17 -0.57
H 0.98 -0.26 -2.82
H 0.91 1.36 -2.24
H -0.77 2.58 0.87
H -0.28 2.40 -0.85
H 0.81 2.27 0.36
H -1.49 0.55 2.01
H -1.49 -1.08 0.95
H 0.75 -1.44 1.84
H 0.67 0.03 2.58

Total charge: +1
LUMO energy in eV: -3.373
SMILES: C/C(N)=[N+](/C)CN

=====

<B>
Computed, not measured: a structure of composition C4H12N3, with wB97M-V/def2-TZVPD.

CARTESIAN COORDINATES (ANGSTROEM)
C -2.72 0.07 0.31
C 2.26 -0.34 0.10
C 0.91 1.85 -0.31
C -0.14 -1.64 -0.10
N -1.64 0.72 -0.06
N 1.01 0.42 -0.21
N -0.07 -0.23 -0.25
H -3.19 -0.50 -0.50
H -3.34 0.91 0.38
H -2.95 -0.52 1.31
H 3.07 0.50 0.13
H 2.20 -0.80 1.03
H 2.45 -1.08 -0.65
H 0.21 2.20 0.38
H 1.88 2.40 -0.20
H 0.71 2.22 -1.33
H -0.22 -2.05 1.09
H 0.67 -2.29 -0.59
H -1.10 -1.82 -0.53

Total charge: +1
LUMO energy (alpha / beta) in eV: -4.774 / -5.505

=====

<C>
Computed, not measured: the ion C4H12N3 with charge +1, with wB97M-V/def2-TZVPD.

CARTESIAN COORDINATES (ANGSTROEM)
N -2.84 0.35 -0.08
C -1.94 -0.22 -0.83
N -0.70 -0.53 -0.41
C -0.29 -0.46 0.98
C 1.22 -0.47 1.05
C 1.78 0.62 0.15
N 1.58 0.25 -1.26
H -3.75 0.73 -0.49
H -2.91 0.28 0.97
H -2.19 -0.51 -1.81
H 0.06 -0.34 -1.18
H -0.78 0.48 1.42
H -0.75 -1.47 1.30
H 1.52 -0.18 2.08
H 1.61 -1.52 0.87
H 2.85 0.85 0.26
H 1.30 1.62 0.39
H 1.93 0.98 -1.87
H 2.31 -0.45 -1.55

Total charge: +1
LUMO energy in eV: -3.180
SMILES: N/C=[NH+]\CCCN

=====

<D>
Computed, not measured: a cluster of 2 separate species, C4H12N3 in total, with wB97M-V/def2-TZVPD.

CARTESIAN COORDINATES (ANGSTROEM)
C -1.77 0.79 0.08
C 1.50 -1.77 0.47
C 1.36 0.82 -1.15
C 1.03 -0.34 0.99
N -2.40 0.20 -0.88
N -2.07 1.91 0.70
N 0.85 0.66 0.09
H 1.32 -1.86 -0.62
H 2.50 -2.11 0.67
H 0.87 -2.38 1.00
H 2.16 1.50 -0.91
H 0.64 1.34 -1.73
H 1.85 -0.02 -1.78
H 1.53 -0.02 1.95
H 0.04 -0.70 1.52
H -3.28 0.49 -1.35
H -2.13 -0.79 -1.02
H -2.73 2.54 0.26
H -1.20 2.22 1.33

Total charge: +1
LUMO energy (alpha / beta) in eV: -6.130 / -4.480

=====

What are the relative energies? In eV: <A> 0.487; <B> 6.698; <C> 0.000; <D> 4.880.